[1]
Computed, not measured: an isolated ion of composition C3H8NO2 and charge +1 at a distorted geometry, with wB97M-V/def2-TZVPD.

Properties
relative energy (zero: lowest compared OMol25 entry of this formula, charge and spin)	64.9	kJ/mol
orbital gap	0.457	Ha
SMILES	C[NH2+]CC(=O)O

Geometry as ORCA input:
```
! wB97M-V def2-TZVPD RIJCOSX def2/J DEFGRID3
* xyz 1 1
O 1.26312 -1.39418 -1.29612
C 0.21668 -0.80613 -0.75341
C 0.68932 0.34952 0.10608
N -0.49720 1.12382 0.53892
C -0.59661 1.50394 1.97371
O -0.95132 -1.04393 -0.88469
H 1.10190 -2.24226 -1.72097
H 1.34182 0.97311 -0.49162
H 1.36588 0.01339 0.88870
H -0.58501 1.95024 -0.06227
H -1.29771 0.57738 0.15228
H -1.29298 2.31390 2.10604
H 0.39110 1.83764 2.28336
H -0.84550 0.63157 2.55526
*
```

Here are the Löwdin charges for atoms 1 to 2, given in e: 0.18, -0.50



[2]
Computed, not measured: C33H45F4N3OPtSiTe as an isolated structure, with wB97M-V/def2-TZVPD.

Properties
relative energy (zero: lowest compared OMol25 entry of this formula, charge and spin)	0.0	kJ/mol
⟨S²⟩	0.757
orbital gap (alpha / beta)	0.226 / 0.246	Ha

Geometry as ORCA input:
```
! wB97M-V def2-TZVPD RIJCOSX def2/J DEFGRID3
* xyz -1 2
Pt -0.91552 -1.47489 -1.36415
C 0.17141 -2.31573 -5.22657
N -0.90774 -1.98556 -4.32685
C -1.54077 -0.74285 -4.70842
C -1.83377 -3.09368 -4.18984
C -2.93755 -2.90753 -3.15606
N -2.42102 -2.80335 -1.80261
C -3.13352 -3.38423 -0.80400
C -2.49433 -3.84872 0.37400
F -1.15155 -3.80156 0.46452
C -3.17759 -4.41840 1.42066
F -2.47576 -4.84102 2.49248
C -4.54880 -4.61047 1.39873
C -5.19433 -4.19479 0.25565
F -6.53448 -4.33342 0.16472
C -4.53008 -3.60425 -0.80089
F -5.29239 -3.17134 -1.83484
H -0.17795 -2.48156 -6.26331
H 0.67187 -3.22448 -4.89058
H 0.90355 -1.50675 -5.23811
H -2.04123 -0.81151 -5.69295
H -0.78580 0.04267 -4.75724
H -2.27407 -0.44600 -3.96158
H -1.25070 -3.97658 -3.91121
H -2.31913 -3.31570 -5.16283
H -3.57754 -3.78931 -3.25005
H -3.56661 -2.05266 -3.43591
H -5.07730 -5.05811 2.22561
C -4.07957 0.01629 -1.62277
Si -2.37754 0.16551 -0.80846
C -1.84842 1.89914 -1.34197
C -2.75451 0.15911 1.03886
H -4.70509 0.82263 -1.22248
H -4.58472 -0.92686 -1.42084
H -4.03460 0.15500 -2.70666
H -2.56039 2.63614 -0.95455
H -1.86530 1.95640 -2.43425
H -0.84775 2.17912 -1.01740
H -3.37258 1.02265 1.30835
H -1.85464 0.17508 1.65308
H -3.31281 -0.74907 1.28557
C 1.68071 -2.79363 -1.81982
C 1.95458 -1.42751 -1.19297
O 3.15825 -1.15484 -0.97968
N 0.92059 -0.65184 -0.90169
Te 1.72633 1.24741 -0.21133
C 3.37211 2.51090 0.66280
C 4.23989 2.05172 1.65585
C 4.15789 0.65297 2.19916
C 5.22854 2.90688 2.14412
C 5.39583 4.19052 1.65072
C 6.45896 5.10645 2.19657
C 4.56291 4.60790 0.62014
C 3.56434 3.78529 0.10852
C 2.73672 4.29741 -1.04556
C 0.82609 1.02470 1.70782
C 0.77318 -0.20190 2.38564
C 1.38073 -1.48664 1.89408
C 0.10799 -0.26004 3.61107
C -0.49949 0.84269 4.18216
C -1.26229 0.73108 5.47353
C -0.41088 2.05206 3.50822
C 0.23926 2.16500 2.28574
C 0.29493 3.52855 1.65075
H 2.23831 -3.53842 -1.25124
H 2.05998 -2.79001 -2.84187
H 0.63133 -3.11446 -1.84087
H 4.04372 -0.06571 1.38624
H 3.30311 0.53781 2.86825
H 5.06155 0.40597 2.75813
H 5.89285 2.54718 2.92428
H 7.08230 4.59189 2.92796
H 6.01572 5.97580 2.68744
H 7.10829 5.47782 1.40123
H 4.69895 5.59795 0.19367
H 3.07834 5.28876 -1.34517
H 1.67766 4.36332 -0.79166
H 2.81159 3.63927 -1.91294
H 2.25134 -1.33040 1.26402
H 0.64744 -2.04694 1.30976
H 1.67605 -2.09661 2.75034
H 0.06582 -1.21533 4.12499
H -0.90790 -0.10951 6.07054
H -2.32536 0.57197 5.27781
H -1.16872 1.64013 6.06929
H -0.86725 2.93734 3.93979
H -0.33421 4.22650 2.20349
H -0.05280 3.50368 0.61728
H 1.31541 3.91753 1.64856
*
```

Here are the Löwdin charges for atoms 1 to 2, given in e: 0.81, -0.12



[3]
Computed, not measured: C15H18N2O9PdS as an isolated structure, with wB97M-V/def2-TZVPD.

Properties
relative energy (zero: lowest compared OMol25 entry of this formula, charge and spin)	0.0	kJ/mol
orbital gap	0.267	Ha

Geometry as ORCA input:
```
! wB97M-V def2-TZVPD RIJCOSX def2/J DEFGRID3
* xyz -2 1
Pd -1.58221 2.12659 1.86288
O -3.99776 3.25147 2.97038
C -2.66057 2.93047 3.30764
O -1.79100 3.85428 3.18665
C -2.71387 1.93262 4.46387
O -1.57782 1.09725 4.51120
C -1.81193 -0.26117 4.19819
C -2.09521 -0.72800 2.74622
O -2.27928 -1.95123 2.66971
O -2.07115 0.06840 1.76152
H -3.90551 4.00246 2.37188
H -3.62839 1.34422 4.35213
H -2.77025 2.49048 5.40790
H -2.63887 -0.65414 4.80178
H -0.90853 -0.79333 4.50022
O 3.07756 -2.80818 -3.75695
S 1.67172 -2.72795 -4.11500
O 1.20266 -3.79084 -4.98122
N 1.27395 -1.27526 -4.65416
C 0.44465 -0.62709 -3.81219
O 0.01294 0.51732 -3.96296
C 0.08531 -1.45130 -2.59012
C -0.70517 -1.09935 -1.51056
C -0.88382 -2.02363 -0.48581
C -0.26707 -3.27238 -0.54681
C 0.54627 -3.62102 -1.62336
C 0.70298 -2.68329 -2.62640
H -1.17766 -0.12794 -1.44951
H -1.48563 -1.75870 0.37667
H -0.42122 -3.96893 0.26875
H 1.04292 -4.58186 -1.67518
C 2.94358 0.41235 -1.95991
N 2.11726 0.71466 -0.80735
C 2.18977 -0.20817 0.30717
C 1.47355 1.89755 -0.64517
C 1.39817 2.81291 -1.84710
O 0.96496 2.22218 0.42280
H 2.99083 -0.66586 -2.10895
H 3.96911 0.77966 -1.82093
H 2.53277 0.84216 -2.86791
H 3.14657 -0.11681 0.83501
H 2.08273 -1.22666 -0.06947
H 1.38167 0.00841 1.00111
H 2.39183 3.07567 -2.21562
H 0.87486 3.71165 -1.53020
H 0.85434 2.33035 -2.66087
*
```

Here are the Löwdin charges for atoms 1 to 2, given in e: 0.68, -0.03



Computed values of E (unit: eV) for the preceding records, in sequence: -8819.2800; -70757.9107; -51571.8626.